No. 1
82
Properties=species:S:1:pos:R:3:mulliken_charge:R:1 method="wB97M-V/def2-TZVPD" de_lowest_ev=0.000 homo_ev=-11.16 gap_ev=7.76 charge=+1
Tl 0.22 0.32 0.39 0.506
N -0.82 3.59 1.05 0.227
C 0.37 3.55 0.37 0.534
C 1.18 4.71 0.41 -0.971
C 2.29 4.78 -0.37 -0.564
C 2.61 3.71 -1.21 -1.101
C 1.83 2.59 -1.13 -0.964
N 0.76 2.48 -0.32 -0.122
C -2.03 2.93 0.78 0.679
C -3.17 3.34 1.47 -0.889
C -4.38 2.77 1.11 -0.426
C -4.41 1.83 0.09 -0.729
C -3.22 1.46 -0.50 -0.553
N -2.04 1.98 -0.15 -0.075
H -0.89 4.33 1.72 0.269
H 0.87 5.55 1.03 0.452
H 2.90 5.68 -0.36 0.446
H 3.45 3.74 -1.89 0.463
H 2.04 1.72 -1.74 1.463
H -3.11 4.09 2.24 0.416
H -5.29 3.07 1.62 0.452
H -5.34 1.38 -0.23 0.464
H -3.19 0.70 -1.27 0.542
Cl -0.66 -1.16 -2.39 -0.058
C -1.65 -1.64 -1.05 0.687
C -1.48 -1.00 0.17 -0.986
C -2.32 -1.34 1.21 1.312
Cl -2.22 -0.47 2.70 -0.109
C -3.26 -2.36 1.07 -0.175
Cl -4.26 -2.82 2.39 -0.157
C -3.38 -3.03 -0.15 0.226
Cl -4.50 -4.32 -0.32 -0.165
C -2.58 -2.65 -1.23 -0.117
Cl -2.72 -3.46 -2.74 -0.136
C 4.44 -0.62 2.72 -0.695
Si 4.74 0.78 1.51 0.170
C 6.57 1.21 1.51 -1.155
C 3.74 2.28 2.01 -0.541
C 4.32 0.38 -0.30 -0.946
Te 2.65 -0.85 -0.83 0.053
C 3.48 -2.58 0.08 -0.565
Si 3.81 -3.93 -1.22 0.379
C 2.28 -4.16 -2.29 -0.722
C 4.23 -5.49 -0.27 -1.115
C 5.27 -3.35 -2.26 -1.095
H 4.44 -0.20 3.73 0.420
H 5.22 -1.38 2.68 0.415
H 3.47 -1.11 2.58 -0.078
H 6.91 1.46 2.51 0.331
H 6.79 2.05 0.86 0.330
H 7.17 0.36 1.17 0.325
H 3.91 2.52 3.06 0.424
H 2.66 2.14 1.89 -0.040
H 4.02 3.16 1.42 0.307
H 5.16 -0.12 -0.79 0.708
H 4.18 1.33 -0.83 0.493
H 2.80 -2.92 0.85 0.091
H 4.40 -2.22 0.55 0.524
H 1.38 -3.84 -1.76 -0.062
H 2.16 -5.21 -2.55 0.410
H 2.35 -3.59 -3.22 0.327
H 3.40 -5.78 0.38 0.291
H 5.12 -5.35 0.35 0.337
H 4.43 -6.32 -0.95 0.364
H 5.06 -2.38 -2.73 0.307
H 5.48 -4.06 -3.06 0.345
H 6.17 -3.25 -1.66 0.319
N 0.27 -3.64 2.40 -0.286
C 0.20 -3.82 1.06 0.154
N -0.28 -5.02 0.62 -0.398
O 0.59 -2.96 0.26 0.266
H -0.08 -4.32 3.05 0.184
H 0.61 -2.75 2.73 0.067
H -0.73 -5.67 1.24 0.187
H -0.42 -5.12 -0.36 0.230
F 1.59 -0.20 5.25 -0.201
C 0.94 0.78 4.63 0.625
F -0.28 0.89 5.20 -0.241
F 1.60 1.93 4.84 -0.226
C 0.77 0.50 3.12 -0.169
O 0.37 1.46 2.42 -0.544
O 1.00 -0.63 2.69 -0.141

---

No. 2
30
Properties=species:S:1:pos:R:3:mulliken_charge:R:1 method="wB97M-V/def2-TZVPD" smiles="O=C1OCCO1.O=C1OCCO1.O=C1OCCO1" de_lowest_ev=1.749 homo_ev=-10.81 gap_ev=11.23 charge=0
O -2.59 -5.36 2.68 -0.550
C -3.42 -4.49 2.58 0.713
O -4.00 -3.76 3.50 -0.307
C -4.63 -2.68 2.96 -0.252
C -4.89 -3.22 1.50 -0.285
O -3.80 -4.10 1.37 -0.340
H -5.56 -2.62 3.54 0.282
H -4.04 -1.77 2.94 0.244
H -4.90 -2.73 0.52 0.271
H -5.81 -3.79 1.49 0.224
O 4.54 0.77 -0.47 -0.556
C 5.47 1.43 -0.85 0.720
O 6.74 1.11 -0.97 -0.339
C 7.40 2.18 -1.69 -0.226
C 6.42 3.35 -1.48 -0.272
O 5.32 2.70 -0.94 -0.316
H 8.34 2.21 -1.13 0.247
H 7.50 1.90 -2.74 0.231
H 6.14 3.97 -2.34 0.281
H 6.89 3.99 -0.73 0.231
O -4.25 2.73 -0.58 -0.536
C -3.36 1.92 -0.72 0.665
O -2.04 2.28 -0.55 -0.328
C -1.21 1.16 -0.67 -0.275
C -2.12 0.32 -1.45 -0.286
O -3.39 0.61 -1.10 -0.305
H -0.39 1.50 -1.31 0.270
H -0.76 0.76 0.24 0.246
H -1.91 -0.71 -1.14 0.307
H -1.70 0.36 -2.45 0.242

---

No. 3
113
Properties=species:S:1:pos:R:3:mulliken_charge:R:1 method="wB97M-V/def2-TZVPD" homo_ev=-10.83 gap_ev=8.24 charge=+1
C -3.82 -2.10 1.11 -1.073
C -2.45 -2.26 0.31 -0.440
C -1.30 -1.16 0.58 -0.064
C -1.79 0.29 1.03 -0.550
C -2.91 1.01 0.17 0.506
C -4.14 1.52 1.12 -1.118
F -3.51 0.31 -0.92 -0.390
N -0.65 -0.98 -0.76 -0.171
C 0.80 -0.79 -0.77 1.747
C 1.15 0.79 -0.88 -0.865
O 2.00 1.32 0.16 -0.158
C 3.11 1.98 -0.51 0.103
C 4.29 1.13 -1.02 0.010
C 5.53 1.67 -1.78 -0.552
C 5.57 3.19 -2.07 -0.508
C 4.41 4.07 -1.52 0.458
C 3.18 3.51 -0.75 0.359
P 1.33 -1.48 -2.50 0.088
N 1.07 -3.05 -2.42 -0.047
O 2.98 -1.22 -2.83 -0.516
O 0.29 -0.81 -3.69 -0.460
C 1.66 -1.62 0.28 -2.194
N 0.70 -2.63 0.92 0.683
C 1.59 -3.57 1.70 -0.528
C 0.96 -5.06 1.91 -0.162
N 1.14 -5.90 0.90 -0.399
C -0.29 -1.82 1.70 -0.825
P -1.11 -2.62 3.17 0.834
O 0.04 -3.08 4.39 -0.397
O -1.93 -4.10 2.82 -0.399
S -2.38 -1.53 4.17 -0.409
H -4.03 -3.09 1.68 0.236
H -4.69 -2.03 0.35 0.249
H -3.92 -1.21 1.80 0.136
H -1.95 -3.30 0.39 0.331
H -2.73 -2.19 -0.81 0.529
H -0.86 0.97 1.00 -0.185
H -2.13 0.36 2.13 0.134
H -2.46 1.99 -0.26 0.379
H -3.81 1.71 2.19 0.287
H -4.97 0.73 1.03 0.309
H -4.57 2.48 0.64 0.346
H -1.18 -0.39 -1.40 0.753
H 1.66 1.05 -1.89 0.619
H 0.18 1.42 -0.88 0.186
H 4.27 -0.01 -0.83 0.141
H 6.33 0.92 -2.14 0.343
H 6.46 3.60 -2.66 0.353
H 4.41 5.21 -1.71 -0.278
H 2.33 4.16 -0.35 -0.389
H 1.98 -3.50 -2.61 -0.021
H 2.99 -0.57 -3.59 0.177
H -0.56 -1.31 -3.60 0.328
H 2.50 -2.15 -0.30 0.693
H 2.18 -1.02 1.09 0.124
H 0.23 -3.22 0.19 0.436
H 2.56 -3.78 1.12 0.491
H 1.97 -3.13 2.70 0.268
H 0.44 -5.35 2.89 0.369
H 0.73 -6.81 1.18 0.261
H 0.28 -0.90 2.11 0.319
H 0.46 -2.22 4.64 0.378
H -2.05 -4.55 3.70 0.150
C 0.05 5.68 1.55 -0.385
Br -1.60 5.72 0.52 -0.013
Br 0.40 3.91 2.27 -0.036
Br 1.55 6.35 0.53 0.042
H -0.09 6.35 2.40 0.379
C 3.54 8.47 -2.56 -0.443
Br 4.80 7.32 -1.64 -0.069
Br 2.14 7.46 -3.42 0.021
Br 2.83 9.84 -1.38 0.047
H 4.10 8.98 -3.34 0.422
C 1.09 -6.93 -2.99 -0.366
Br -0.31 -6.02 -2.00 -0.016
Br 2.84 -6.15 -2.66 -0.050
Br 1.08 -8.84 -2.66 -0.032
H 0.87 -6.79 -4.05 0.426
C -5.47 -3.74 5.42 -0.002
Br -6.26 -3.83 7.19 0.001
Br -4.30 -5.25 5.08 0.012
Br -6.82 -3.54 4.04 -0.028
H -4.85 -2.85 5.40 0.076
C -1.54 9.16 -5.46 -0.344
Br -1.41 8.54 -7.29 -0.006
Br -1.94 7.72 -4.23 -0.010
Br 0.05 10.14 -4.93 0.008
H -2.37 9.86 -5.42 0.345
C 3.15 -0.69 -7.09 -0.328
Br 2.89 -2.38 -6.18 -0.017
Br 2.35 -0.69 -8.85 -0.025
Br 2.54 0.81 -6.02 -0.023
H 4.22 -0.56 -7.23 0.427
C 5.15 13.73 -1.43 -0.338
Br 4.35 13.58 0.33 -0.009
Br 6.35 12.25 -1.81 -0.004
Br 3.81 13.95 -2.82 -0.006
H 5.75 14.64 -1.43 0.346
C -7.16 -6.39 10.05 0.119
Br -5.92 -7.53 11.00 -0.031
Br -8.59 -7.40 9.22 0.004
Br -7.85 -4.97 11.18 -0.003
H -6.61 -5.91 9.24 -0.127
C -0.87 -5.26 8.12 -0.350
Br -1.46 -3.60 7.30 0.017
Br -2.34 -6.21 8.94 0.023
Br 0.10 -6.38 6.86 -0.053
H -0.18 -4.99 8.91 0.381
C -1.15 -3.17 -8.12 -0.336
Br -2.70 -4.25 -8.56 -0.034
Br -0.81 -3.14 -6.21 0.062
Br 0.42 -3.72 -9.12 -0.043
H -1.37 -2.15 -8.42 0.350

---

No. 4
57
Properties=species:S:1:pos:R:3:mulliken_charge:R:1 method="wB97M-V/def2-TZVPD" de_lowest_ev=2.285 homo_ev=-9.56 gap_ev=9.62 charge=0
N -1.87 0.40 0.35 -0.422
C -0.74 0.06 -0.50 0.818
C -0.32 1.30 -1.34 -0.376
C -1.33 1.80 -2.31 -0.425
C -2.09 2.86 -2.17 -0.599
C 0.42 -0.27 0.43 -0.358
N 1.56 -0.70 -0.17 0.338
O 0.46 -0.08 1.65 -0.276
H -2.16 1.36 0.24 0.236
H -1.68 0.33 1.34 0.278
H -1.01 -0.80 -1.14 -0.030
H 0.64 1.04 -1.79 0.134
H -0.05 1.93 -0.49 0.489
H -1.61 1.00 -3.00 0.191
H -2.93 3.10 -2.80 0.300
H -2.17 3.48 -1.28 -0.016
H 1.45 -1.27 -1.00 0.034
H 2.37 -0.93 0.40 0.307
H 2.60 1.62 0.17 0.223
H 2.35 2.49 -1.22 0.307
O 2.19 2.36 -0.28 -0.618
H 4.66 -1.87 1.31 0.247
H 4.62 -0.28 1.12 0.304
O 4.25 -1.12 0.88 -0.607
H -0.13 -3.05 -3.26 0.295
H -1.03 -1.80 -3.62 0.289
O -0.13 -2.15 -3.61 -0.734
H -3.06 -1.25 -2.72 0.275
H -2.81 -2.42 -1.59 0.284
O -2.46 -1.85 -2.28 -0.592
H -0.32 1.35 2.51 0.198
H -1.38 2.53 2.96 0.243
O -1.05 1.95 2.27 -0.654
H 4.03 0.73 -1.73 0.318
H 3.21 0.74 -2.95 0.292
O 3.73 1.35 -2.41 -0.657
H -0.67 -1.81 4.73 0.280
H -1.75 -0.92 4.32 0.251
O -1.18 -1.60 3.94 -0.533
H 1.91 0.92 3.04 0.370
H 1.85 1.94 1.94 0.350
O 2.43 1.63 2.65 -0.658
H -1.52 4.57 0.68 0.343
H -0.40 3.71 1.27 0.306
O -0.77 4.60 1.29 -0.647
H -2.11 -3.31 2.62 0.334
H -2.27 -2.63 1.32 0.293
O -2.41 -3.50 1.72 -0.656
H -3.12 -0.59 -0.09 0.491
H -4.03 -1.54 0.53 0.283
O -3.89 -1.14 -0.34 -0.769
H 1.56 -2.28 -3.27 0.371
H 2.94 -1.94 -3.59 0.339
O 2.43 -2.23 -2.81 -0.623
H 0.55 -1.93 2.71 0.198
H 1.03 -3.31 2.39 0.308
O 1.20 -2.58 2.99 -0.665

---

No. 5
69
Properties=species:S:1:pos:R:3:mulliken_charge:R:1 method="wB97M-V/def2-TZVPD" smiles="CC(C)CCNC(=O)[C@@H](C)N(Cc1ccc(F)cc1)C(=O)c1ccc(CN2CCCCC2)o1" de_lowest_ev=0.000 homo_ev=-8.71 gap_ev=9.23 charge=0
C 2.55 5.09 5.07 -1.630
C 2.89 4.45 3.73 0.766
C 3.66 5.43 2.86 -1.460
C 1.60 3.97 3.05 -0.724
C 1.86 3.17 1.77 -0.913
N 0.64 2.59 1.26 0.188
C 0.10 2.94 0.08 -0.089
O 0.57 3.77 -0.67 -0.682
C -1.17 2.13 -0.24 0.196
C -1.92 2.75 -1.42 -1.811
N -0.85 0.72 -0.46 0.358
C -0.12 0.41 -1.68 -1.476
C 1.33 0.84 -1.57 0.900
C 1.87 1.74 -2.48 -0.380
C 3.18 2.17 -2.36 -0.610
C 3.94 1.68 -1.31 0.331
F 5.21 2.10 -1.17 -0.368
C 3.43 0.78 -0.40 -0.684
C 2.12 0.36 -0.54 -0.084
C -0.89 -0.08 0.63 0.505
O -1.14 0.37 1.75 -0.783
C -0.72 -1.53 0.51 -0.072
C -0.67 -2.41 1.57 -0.492
C -0.55 -3.70 1.02 -0.808
C -0.53 -3.54 -0.34 0.954
C -0.50 -4.54 -1.46 -1.870
N -1.82 -4.97 -1.90 0.200
C -2.55 -5.71 -0.89 -0.500
C -3.77 -6.37 -1.53 -0.860
C -4.67 -5.30 -2.15 -0.681
C -3.85 -4.48 -3.14 -0.923
C -2.63 -3.89 -2.44 -0.378
O -0.63 -2.23 -0.65 0.074
H 2.02 4.40 5.72 0.394
H 3.46 5.41 5.59 0.433
H 1.92 5.97 4.92 0.345
H 3.52 3.57 3.92 0.231
H 3.03 6.28 2.59 0.310
H 4.53 5.80 3.39 0.439
H 4.00 4.95 1.94 0.319
H 0.98 4.83 2.81 0.273
H 1.05 3.34 3.74 0.379
H 2.25 3.81 0.98 0.346
H 2.58 2.37 1.97 0.331
H 0.15 1.92 1.84 0.427
H -1.82 2.15 0.64 0.595
H -2.43 3.64 -1.08 0.455
H -2.65 2.05 -1.82 0.378
H -1.22 3.05 -2.20 0.365
H -0.60 0.92 -2.51 0.547
H -0.17 -0.66 -1.86 0.156
H 1.26 2.13 -3.28 0.365
H 3.60 2.88 -3.05 0.438
H 4.06 0.41 0.40 0.495
H 1.71 -0.34 0.17 0.358
H -0.72 -2.14 2.60 0.621
H -0.48 -4.63 1.55 0.556
H 0.00 -4.09 -2.32 0.408
H 0.05 -5.42 -1.14 0.495
H -1.89 -6.48 -0.49 0.389
H -2.88 -5.07 -0.06 0.298
H -3.43 -7.06 -2.31 0.342
H -4.32 -6.94 -0.78 0.370
H -5.52 -5.77 -2.66 0.325
H -5.06 -4.65 -1.37 0.323
H -3.51 -5.12 -3.96 0.365
H -4.45 -3.67 -3.56 0.367
H -2.02 -3.33 -3.16 0.366
H -2.97 -3.19 -1.65 0.205

---

No. 6
17
Properties=species:S:1:pos:R:3:mulliken_charge:R:1 method="wB97M-V/def2-TZVPD" smiles="CC(N)=O.CC" de_lowest_ev=1.601 homo_ev=-9.66 gap_ev=10.44 charge=0
C -1.67 -0.57 -0.11 -1.014
C -0.73 -0.21 -1.19 0.678
N -0.99 0.87 -2.00 -0.446
O 0.14 -0.98 -1.64 -0.632
H -1.69 -1.53 0.48 0.303
H -2.52 -0.75 -0.87 0.293
H -1.97 0.15 0.63 0.339
H -0.18 1.22 -2.59 0.263
H -1.52 1.62 -1.64 0.214
C 0.89 0.20 2.49 -0.713
C 2.25 0.46 1.83 -0.943
H 0.51 -0.81 2.24 0.220
H 0.72 0.11 3.60 0.336
H 0.09 0.84 2.11 0.183
H 2.05 1.28 1.23 0.273
H 2.73 -0.30 1.32 0.351
H 3.11 0.68 2.51 0.295

---

No. 7
21
Properties=species:S:1:pos:R:3:mulliken_charge:R:1 method="wB97M-V/def2-TZVPD" smiles="[H]/N=C(/O)[C@]12C[C@@H]3[C@@H](C)[C@H]1[C@@H]32" de_lowest_ev=3.923 homo_ev=-9.28 gap_ev=10.08 charge=0
H 2.42 -1.84 -0.69 0.216
N 3.02 -1.08 -0.37 -0.839
C 2.35 -0.21 0.32 0.403
O 3.16 0.80 0.64 -0.559
C 0.95 0.19 0.08 0.592
C 0.35 1.58 -0.03 -0.881
C -0.91 0.88 -0.58 -0.338
C -1.45 0.06 0.62 0.309
C -2.72 -0.71 0.33 -1.504
C -0.18 -0.78 0.47 -0.524
C -0.01 -0.36 -0.96 -0.651
H 3.98 0.47 -0.04 0.445
H 0.86 2.18 -0.80 0.311
H 0.23 2.18 0.89 0.295
H -1.60 1.39 -1.26 0.472
H -1.55 0.63 1.56 0.403
H -2.65 -1.24 -0.63 0.333
H -2.92 -1.45 1.11 0.359
H -3.58 -0.02 0.28 0.360
H 0.05 -1.75 0.91 0.428
H 0.20 -0.91 -1.87 0.370

---

No. 8
18
Properties=species:S:1:pos:R:3:mulliken_charge:R:1 method="wB97M-V/def2-TZVPD" smiles="C1=C[Se]CCC1.N=C=O" de_lowest_ev=0.000 homo_ev=-7.77 gap_ev=8.46 charge=0
C -0.28 1.20 -1.21 -0.216
C -0.81 0.36 -2.07 -0.534
Se -1.38 -1.44 -1.44 -0.021
C -1.38 -0.84 0.41 -0.985
C -0.11 -0.26 0.82 -0.384
C -0.04 1.14 0.27 -0.521
H 0.03 2.09 -1.74 0.298
H -0.81 0.33 -3.16 0.371
H -1.73 -1.57 1.07 0.465
H -2.06 -0.02 0.39 0.380
H 0.83 -0.90 0.66 0.189
H -0.15 -0.15 1.91 0.295
H -0.64 1.86 0.93 0.301
H 0.99 1.46 0.35 0.330
N 2.31 -2.22 -1.59 -0.431
C 2.37 -1.12 -2.09 0.602
O 2.20 -0.12 -2.68 -0.420
H 2.96 -2.87 -1.05 0.283